Record 1
{"formula": "C2H4F2Si", "method": "ωB97M-V/def2-TZVPD", "relative_energy_kcal_mol": 103.1, "mol_weight_g_mol": 94.14, "e_lumo_ev": -0.85, "homo_ev": -10.005, "smiles": "F/C=C/[SiH2]F", "symbols": ["F", "C", "C", "Si", "F", "H", "H", "H", "H"], "coordinates": [[2.164, 1.867, -0.051], [1.252, 0.902, -0.418], [0.351, 0.433, 0.409], [-1.243, -0.912, 0.167], [-1.865, -2.370, -0.620], [1.519, 0.620, -1.498], [0.438, 0.899, 1.401], [-0.791, -1.559, 1.414], [-1.825, 0.121, -0.803]]}

***

Record 2
{"formula": "C7H10S", "method": "ωB97M-V/def2-TZVPD", "relative_energy_kcal_mol": 41.9, "mol_weight_g_mol": 126.22, "e_lumo_ev": 0.86, "homo_ev": -8.649, "smiles": "CC1=CC[C@@H]2[C@H](S)[C@H]12", "symbols": ["C", "C", "C", "C", "C", "C", "S", "C", "H", "H", "H", "H", "H", "H", "H", "H", "H", "H"], "coordinates": [[0.561, 1.858, -1.786], [0.418, 1.256, -0.459], [1.503, 0.812, 0.188], [1.123, 0.210, 1.459], [-0.410, 0.128, 1.440], [-1.168, -0.641, 0.426], [-0.528, -2.099, -0.475], [-0.902, 0.894, 0.215], [1.336, 2.665, -1.795], [0.716, 1.144, -2.658], [-0.336, 2.460, -2.087], [2.473, 0.712, -0.347], [1.508, -0.806, 1.493], [1.396, 0.792, 2.381], [-0.871, 0.107, 2.389], [-2.252, -0.719, 0.779], [-0.558, -1.541, -1.692], [-1.707, 1.667, 0.243]]}

***

Record 3
{"formula": "C3H5N3O", "method": "ωB97M-V/def2-TZVPD", "relative_energy_kcal_mol": 68.1, "mol_weight_g_mol": 99.09, "e_lumo_ev": 0.11, "homo_ev": -9.580, "symbols": ["C", "C", "N", "N", "C", "O", "N", "H", "H", "H", "H", "H"], "coordinates": [[-1.000, 1.479, -0.785], [-0.229, 0.399, -0.071], [0.745, -0.252, -0.913], [1.769, -0.601, -0.313], [0.667, -2.739, 1.140], [0.991, -2.725, 2.229], [-0.442, -0.074, 1.085], [-1.893, 1.039, -1.244], [-0.405, 1.936, -1.581], [-1.320, 2.251, -0.079], [2.338, -1.127, -0.996], [-1.222, 0.414, 1.528]]}

***

Record 4
{"formula": "C5H16N2O", "method": "ωB97M-V/def2-TZVPD", "relative_energy_kcal_mol": 80.4, "mol_weight_g_mol": 120.20, "e_lumo_ev": 0.94, "homo_ev": -6.738, "symbols": ["C", "C", "N", "N", "H", "H", "H", "H", "H", "H", "H", "H", "C", "C", "C", "O", "H", "H", "H", "H", "H", "H", "H", "H"], "coordinates": [[-1.966, -0.099, 0.521], [-1.935, -0.300, -0.967], [-3.093, -0.583, 1.160], [-1.551, 1.140, 0.908], [-0.561, -1.022, 0.815], [-3.127, -0.478, 2.166], [-3.423, -1.474, 0.825], [-0.652, 1.439, 0.489], [-1.628, 1.360, 1.891], [-0.883, -0.218, -1.262], [-2.526, 0.467, -1.469], [-2.289, -1.292, -1.240], [1.437, 0.063, -0.210], [2.530, 0.074, 0.841], [1.964, -0.409, -1.549], [0.914, 1.415, -0.357], [1.627, 2.025, -0.611], [0.387, -0.750, 0.418], [2.148, 0.436, 1.798], [2.807, 0.212, -1.900], [2.924, -0.932, 0.994], [3.375, 0.720, 0.548], [2.325, -1.437, -1.483], [1.195, -0.358, -2.323]]}

***

Record 5
{"formula": "C6H6AlCl2O4Tl", "method": "ωB97M-V/def2-TZVPD", "total_charge": 4, "relative_energy_kcal_mol": 34.3, "mol_weight_g_mol": 444.38, "e_lumo_ev": [-19.44, -20.41], "homo_ev": [-25.293, -25.293], "symbols": ["Tl", "Al", "Cl", "Cl", "C", "C", "C", "O", "O", "O", "C", "C", "C", "O", "H", "H", "H", "H", "H", "H"], "coordinates": [[-2.054, -0.901, -4.013], [-0.438, 1.530, 0.093], [-0.039, -2.213, -3.055], [-2.442, 2.231, -0.193], [1.068, 0.772, -1.511], [1.146, -2.410, -4.992], [-0.448, 1.401, -4.832], [1.861, 0.491, -2.302], [2.164, -2.306, -4.426], [0.078, 2.208, -4.185], [-0.831, 0.985, 3.171], [-0.163, -0.082, 2.399], [0.668, -1.161, 2.987], [-0.212, 0.050, 1.112], [-1.146, 0.646, 4.164], [-1.798, 1.251, 2.635], [-0.123, 1.815, 3.318], [0.458, -2.198, 2.661], [1.757, -0.966, 2.896], [0.495, -1.146, 4.073]]}

***

Record 6
{"formula": "C32H28N4OP2SW", "method": "ωB97M-V/def2-TZVPD", "total_charge": 2, "mol_weight_g_mol": 762.46, "e_lumo_ev": [-8.47, -8.31], "homo_ev": [-14.156, -14.135], "symbols": ["W", "N", "C", "S", "N", "N", "C", "C", "C", "C", "C", "C", "C", "O", "H", "H", "H", "H", "H", "H", "H", "N", "P", "C", "C", "C", "C", "C", "C", "C", "C", "C", "C", "C", "C", "P", "C", "C", "C", "C", "C", "C", "C", "C", "C", "C", "C", "C", "H", "H", "H", "H", "H", "H", "H", "H", "H", "H", "H", "H", "H", "H", "H", "H", "H", "H", "H", "H", "H"], "coordinates": [[0.530, 0.178, -0.559], [-1.583, 2.117, -2.319], [-0.493, 1.870, -1.603], [-1.609, -0.341, -0.285], [0.336, 2.824, -1.274], [1.189, 2.126, -0.416], [2.020, 2.729, 0.352], [2.737, 2.037, 1.392], [3.785, 2.660, 2.078], [4.411, 2.016, 3.123], [3.979, 0.746, 3.509], [2.925, 0.123, 2.859], [2.310, 0.771, 1.803], [1.267, 0.168, 1.171], [-2.273, 1.406, -2.487], [-1.851, 3.078, -2.488], [2.138, 3.799, 0.207], [4.099, 3.653, 1.777], [5.217, 2.502, 3.655], [4.464, 0.240, 4.334], [2.555, -0.846, 3.166], [2.379, -1.507, -2.478], [2.928, -0.939, -0.962], [4.709, -0.903, -1.128], [5.441, 0.217, -0.742], [6.821, 0.211, -0.887], [7.454, -0.905, -1.415], [6.719, -2.025, -1.792], [5.342, -2.035, -1.648], [2.492, -2.296, 0.164], [3.366, -2.961, 1.008], [2.873, -3.935, 1.875], [1.517, -4.226, 1.913], [0.625, -3.547, 1.087], [1.127, -2.590, 0.231], [0.870, -0.860, -2.870], [1.088, 0.002, -4.428], [0.984, 1.385, -4.563], [1.216, 1.970, -5.801], [1.560, 1.181, -6.887], [1.673, -0.199, -6.751], [1.428, -0.796, -5.528], [-0.192, -2.270, -3.205], [-1.483, -2.025, -3.674], [-2.325, -3.085, -3.954], [-1.879, -4.390, -3.766], [-0.597, -4.634, -3.300], [0.254, -3.573, -3.010], [3.044, -1.717, -3.215], [4.938, 1.083, -0.329], [7.400, 1.076, -0.594], [8.529, -0.906, -1.534], [7.221, -2.896, -2.192], [4.774, -2.918, -1.920], [4.424, -2.730, 0.994], [3.558, -4.468, 2.522], [1.143, -4.982, 2.591], [-0.433, -3.770, 1.111], [0.413, -2.102, -0.460], [0.739, 2.005, -3.716], [1.130, 3.042, -5.916], [1.737, 1.640, -7.851], [1.940, -0.810, -7.604], [1.479, -1.875, -5.433], [-1.822, -1.007, -3.838], [-3.324, -2.900, -4.325], [-2.537, -5.220, -3.989], [-0.253, -5.651, -3.163], [1.252, -3.761, -2.635]]}

***

Per-record max |F|, eV/Å: 3.340, 3.085, 1.500, 3.115, 5.760, 4.043